1.
Molecular formula: C27H54O18
Method: DFT, the ωB97M-V functional and the def2-TZVPD basis

The energy above the lowest of the compared OMol25 structures with the same formula, charge and spin comes out at 10.3 kcal/mol. The value obtained for the LUMO energy is 0.62 eV. Its total charge is 0. The orbital gap comes out at 10.2 eV.

Structure (XYZ):
```
99
C27H54O18 | OMol25 | the ωB97M-V functional and the def2-TZVPD basis
C 1.422 -1.116 -5.014
O 0.992 -0.466 -6.196
C 0.497 -1.216 -7.173
O 0.470 -2.410 -7.177
O 0.194 -0.425 -8.197
C -0.463 -1.038 -9.305
H 1.535 -0.349 -4.250
H 2.460 -1.429 -5.169
H 0.817 -1.941 -4.654
H 0.282 -1.434 -9.991
H -1.011 -0.247 -9.816
H -1.200 -1.774 -8.994
C -4.600 -1.938 3.074
O -4.463 -1.913 1.664
C -3.477 -2.657 1.161
O -2.715 -3.315 1.821
O -3.483 -2.501 -0.152
C -2.397 -3.011 -0.912
H -4.037 -1.098 3.473
H -4.307 -2.887 3.520
H -5.648 -1.828 3.355
H -1.491 -2.417 -0.827
H -2.739 -2.987 -1.944
H -2.139 -4.048 -0.686
C -1.214 4.941 -3.763
O 0.163 4.833 -4.101
C 0.647 3.591 -4.093
O 0.016 2.593 -3.887
O 1.946 3.647 -4.352
C 2.547 2.495 -4.937
H -1.773 4.946 -4.703
H -1.434 5.873 -3.246
H -1.623 4.142 -3.149
H 2.142 2.380 -5.939
H 2.382 1.627 -4.302
H 3.622 2.648 -4.964
C -0.136 -1.971 3.190
O 0.982 -1.939 2.310
C 2.127 -2.342 2.843
O 2.247 -2.870 3.912
O 3.101 -2.009 2.003
C 4.433 -2.222 2.459
H -0.327 -2.969 3.574
H -1.022 -1.571 2.707
H 0.069 -1.265 4.003
H 5.078 -1.682 1.770
H 4.667 -3.281 2.527
H 4.589 -1.739 3.427
C -1.535 1.072 2.685
O -0.368 0.858 1.889
C -0.561 0.378 0.660
O -1.604 -0.019 0.222
O 0.600 0.452 0.027
C 0.629 0.000 -1.343
H -1.734 0.151 3.232
H -2.392 1.331 2.068
H -1.295 1.896 3.351
H 0.303 0.839 -1.956
H 0.021 -0.888 -1.489
H 1.662 -0.279 -1.518
C 0.227 5.175 1.542
C -1.090 5.973 1.609
C -2.164 4.969 1.137
O -1.454 3.779 0.822
C -0.101 4.034 0.594
H 0.374 4.749 2.542
H 1.102 5.793 1.353
H -0.995 6.795 0.891
H -1.250 6.464 2.567
H -2.652 5.324 0.224
H -2.903 4.752 1.906
H 0.124 4.297 -0.453
H 0.541 3.173 0.782
C 1.752 -5.006 -1.298
C 3.236 -4.719 -1.554
C 3.146 -3.491 -2.448
O 2.038 -2.739 -1.955
C 1.059 -3.632 -1.471
H 1.538 -5.407 -0.305
H 1.388 -5.776 -1.981
H 3.617 -5.603 -2.061
H 3.730 -4.513 -0.611
H 3.061 -3.746 -3.512
H 4.051 -2.883 -2.395
H 0.189 -3.840 -2.107
H 0.673 -3.376 -0.485
C 0.193 0.920 6.871
C -0.675 -0.180 6.273
C -2.000 0.193 6.870
O -2.079 1.616 6.733
C -0.772 2.126 6.877
H 1.156 1.121 6.401
H 0.500 0.653 7.888
H -0.298 -1.107 6.718
H -0.650 -0.311 5.194
H -2.052 -0.083 7.934
H -2.925 -0.250 6.494
H -0.602 2.837 7.689
H -0.486 2.718 5.995
```

These are the Löwdin partial charges, in e, on atoms 1 to 5: atom 1 (C): -0.0392, atom 2 (O): 0.0054, atom 3 (C): -0.6291, atom 4 (O): 0.1355, atom 5 (O): 0.0046

***

2.
Molecular formula: C27H55F3N3NaO3S2Si2
Method: DFT, the ωB97M-V functional and the def2-TZVPD basis

The energy above the lowest of the compared OMol25 structures with the same formula, charge and spin comes out at 0.0 kcal/mol. The value obtained for the LUMO energy is 3.84 eV. Its total charge is -2. The orbital gap comes out at 4.6 eV.

Structure (XYZ):
```
96
C27H55F3N3NaO3S2Si2 | OMol25 | the ωB97M-V functional and the def2-TZVPD basis
Na 0.842 1.151 -0.462
C -0.252 -0.532 -3.055
C -1.423 -0.886 -2.146
C -1.810 -2.350 -2.342
C -2.612 0.015 -2.463
O -0.987 -0.631 -0.802
Si -1.508 -1.201 0.666
S -0.545 -0.247 2.173
O -1.204 -2.839 0.538
C -1.639 -3.933 1.322
C -1.816 -3.560 2.792
C -0.552 -4.997 1.188
C -2.958 -4.452 0.748
O -3.185 -1.168 0.684
C -4.085 -0.195 1.210
C -3.648 1.230 0.877
C -4.188 -0.377 2.723
C -5.435 -0.491 0.561
H -0.526 -0.702 -4.100
H 0.620 -1.139 -2.810
H 0.015 0.522 -2.945
H -2.091 -2.508 -3.387
H -2.655 -2.616 -1.706
H -0.973 -3.004 -2.095
H -2.885 -0.074 -3.518
H -2.345 1.053 -2.257
H -3.470 -0.266 -1.850
H -0.895 -3.132 3.188
H -2.088 -4.449 3.370
H -2.600 -2.811 2.908
H 0.386 -4.617 1.599
H -0.394 -5.232 0.133
H -0.829 -5.912 1.720
H -3.708 -3.661 0.789
H -3.314 -5.320 1.313
H -2.819 -4.743 -0.295
H -2.691 1.454 1.349
H -4.396 1.944 1.234
H -3.534 1.363 -0.198
H -3.206 -0.228 3.174
H -4.539 -1.387 2.955
H -4.894 0.344 3.147
H -5.372 -0.358 -0.520
H -6.206 0.179 0.951
H -5.727 -1.524 0.767
C 3.078 -0.691 2.783
N 3.626 0.288 1.872
C 4.903 -0.143 1.350
C 3.714 1.605 2.460
C 2.379 2.303 2.672
N 1.682 2.731 1.467
C 2.469 3.658 0.667
C 0.429 3.364 1.860
H 3.711 -0.805 3.688
H 3.019 -1.658 2.281
H 2.064 -0.428 3.079
H 5.682 -0.192 2.139
H 5.234 0.534 0.562
H 4.801 -1.139 0.916
H 4.350 2.217 1.819
H 4.221 1.558 3.448
H 2.576 3.186 3.316
H 1.700 1.650 3.225
H 2.807 4.525 1.267
H 1.853 4.021 -0.156
H 3.330 3.156 0.227
H 0.613 4.261 2.482
H -0.177 2.653 2.421
H -0.125 3.659 0.967
F 5.311 -0.689 -3.924
C 5.551 -1.181 -2.696
F 6.284 -2.319 -2.911
F 6.406 -0.333 -2.092
C 4.317 -1.473 -1.901
C 4.096 -2.775 -1.486
C 2.970 -3.083 -0.738
C 2.094 -2.043 -0.457
N 2.282 -0.792 -0.844
C 3.387 -0.443 -1.558
S 3.572 1.201 -1.982
H 4.807 -3.547 -1.747
H 2.767 -4.089 -0.397
H 1.186 -2.228 0.110
C 0.073 5.288 -1.813
Si -0.718 3.509 -1.889
C -0.875 3.378 -3.820
C -2.546 4.061 -1.502
H -0.495 5.998 -2.431
H 1.108 5.280 -2.175
H 0.091 5.680 -0.789
H -1.344 4.276 -4.248
H -1.475 2.512 -4.119
H 0.113 3.257 -4.279
H -2.829 4.943 -2.094
H -2.662 4.317 -0.442
H -3.274 3.270 -1.718
```

These are the Löwdin partial charges, in e, on atoms 1 to 5: atom 1 (Na): 0.0563, atom 2 (C): -0.0222, atom 3 (C): -0.6151, atom 4 (C): -0.0340, atom 5 (C): -0.0255

***

Q: Among the records above, which one has the highest total charge?
A: C27H54O18